a.
C3H4N2O3 | ωB97M-V/def2-TZVPD

```
! RIJCOSX wB97M-V def2-TZVPD def2/J DEFGRID3
* xyz 0 1
H 2.748 1.112 -0.168
N 2.116 1.056 -0.955
C 1.061 0.350 -0.808
N -0.108 0.386 -1.570
O -1.142 0.242 -0.670
C -0.577 -0.764 0.203
C -1.221 -0.635 1.614
O -1.232 0.473 2.155
O 0.757 -0.303 0.321
H -0.291 1.300 -2.012
H -0.672 -1.712 -0.345
H -1.438 -1.506 2.235
*
```

Summary:
SMILES: [H]/N=C1/NO[C@H](C=O)O1

***

b.
C3H4N2O3 | ωB97M-V/def2-TZVPD

```
! RIJCOSX wB97M-V def2-TZVPD def2/J DEFGRID3
* xyz 0 1
C 0.358 -0.737 -0.168
C -1.850 -0.206 -0.146
C 0.139 0.593 -0.009
H 1.127 -2.780 -0.326
H 1.816 -1.254 1.318
H 0.645 2.425 0.538
H 0.417 2.264 -0.891
N 1.432 -1.461 -0.002
N 1.053 1.593 -0.203
O -1.104 -1.222 -0.261
O -2.993 -0.141 0.072
O -1.040 0.926 0.078
*
```

***

Which of them is the least stable? Correct choice: b.

***

a.
C2H5IS | ωB97M-V/def2-TZVPD

```
! RIJCOSX wB97M-V def2-TZVPD def2/J DEFGRID3
* xyz 0 1
I -0.744 0.890 -2.265
S -0.774 -0.907 0.398
C 1.056 -0.881 0.362
C -1.151 0.851 -0.123
H 1.405 -1.860 0.677
H 1.406 -0.621 -0.628
H 1.466 -0.110 1.052
H -2.198 1.107 0.100
H -0.467 1.531 0.427
*
```

***

b.
C2H5IS | ωB97M-V/def2-TZVPD

```
! RIJCOSX wB97M-V def2-TZVPD def2/J DEFGRID3
* xyz 0 1
C 0.540 -0.901 0.048
C 0.201 0.549 -0.165
S -0.029 1.718 1.087
I -2.249 0.533 -1.877
H 1.576 -1.049 0.111
H 0.065 -1.346 0.949
H 0.173 -1.420 -0.831
H 0.494 1.015 -1.036
H -0.773 0.900 1.713
*
```

***

Which of them is the least stable? Correct choice: b.

***

a.
C3H3Br | ωB97M-V/def2-TZVPD

```
! RIJCOSX wB97M-V def2-TZVPD def2/J DEFGRID3
* xyz 0 1
C -0.789 0.676 -0.043
C -0.494 -0.626 -0.286
C 0.350 0.072 0.599
Br 0.757 -0.198 2.382
H -1.531 1.416 -0.187
H -0.548 -1.336 -1.113
H 2.255 -0.004 -1.351
*
```

***

b.
C3H3Br | ωB97M-V/def2-TZVPD

```
! RIJCOSX wB97M-V def2-TZVPD def2/J DEFGRID3
* xyz 0 1
C -0.564 1.494 0.317
C 0.457 0.924 0.004
C 2.780 -1.893 -0.690
Br 2.171 0.533 0.079
H -1.406 2.005 0.510
H 3.838 -1.717 -1.161
H 3.171 -1.975 0.470
*
```

***

Which of them is the least stable? Correct choice: b.

***

a.
C19H23N3O4 | ωB97M-V/def2-TZVPD

```
! RIJCOSX wB97M-V def2-TZVPD def2/J DEFGRID3
* xyz 0 1
C -2.858 -1.788 2.627
C -1.804 -1.970 1.539
O -1.345 -0.743 1.013
C -2.173 -0.006 0.201
C -3.359 -0.443 -0.361
C -4.107 0.409 -1.160
C -3.681 1.701 -1.398
C -2.488 2.149 -0.856
C -1.729 1.304 -0.066
N -0.491 1.659 0.474
C 0.010 2.906 0.680
O -0.561 3.952 0.495
N 1.295 2.881 1.250
N 2.148 1.815 0.970
C 2.890 1.764 -0.165
O 2.955 2.672 -0.960
C 3.653 0.447 -0.318
O 3.009 -0.659 0.266
C 1.921 -1.196 -0.398
C 1.193 -0.497 -1.350
C 0.100 -1.093 -1.953
C -0.256 -2.384 -1.621
C 0.470 -3.099 -0.677
C 0.090 -4.511 -0.346
C 1.563 -2.504 -0.049
C 2.357 -3.254 0.978
H -2.460 -1.171 3.430
H -3.139 -2.756 3.031
H -3.744 -1.300 2.228
H -2.175 -2.619 0.738
H -0.906 -2.428 1.962
H -3.718 -1.445 -0.185
H -5.032 0.053 -1.589
H -4.271 2.364 -2.011
H -2.141 3.154 -1.030
H 0.028 0.864 0.820
H 1.750 3.788 1.192
H 2.184 1.057 1.640
H 3.852 0.287 -1.384
H 4.611 0.540 0.205
H 1.461 0.510 -1.629
H -0.473 -0.540 -2.682
H -1.107 -2.846 -2.102
H -0.815 -4.798 -0.874
H 0.887 -5.195 -0.636
H -0.076 -4.633 0.723
H 2.707 -4.201 0.572
H 3.215 -2.668 1.293
H 1.745 -3.473 1.853
*
```

Summary:
SMILES: CCOc1ccccc1NC(=O)NNC(=O)COc1cccc(C)c1C

***

b.
C19H23N3O4 | ωB97M-V/def2-TZVPD

```
! RIJCOSX wB97M-V def2-TZVPD def2/J DEFGRID3
* xyz 0 1
C -1.721 2.887 -6.188
C -2.299 3.600 -4.969
O -1.311 3.942 -4.018
C -0.782 2.982 -3.213
C 0.275 3.397 -2.400
C 0.876 2.523 -1.523
C 0.438 1.203 -1.425
N 1.099 0.344 -0.537
C 0.738 -0.884 -0.049
O 1.611 -1.684 0.268
N -0.600 -1.151 0.073
C -1.502 -0.162 0.628
C -1.358 -0.123 2.158
C -1.069 -1.525 2.738
N 0.345 -1.744 2.941
C 0.894 -1.764 4.180
O 0.250 -1.604 5.199
C 2.353 -1.995 4.170
C 3.257 -2.146 3.145
C 4.514 -2.330 3.757
C 4.285 -2.278 5.102
O 2.992 -2.076 5.356
C -1.644 -2.596 1.808
C -0.987 -2.511 0.422
C -0.602 0.783 -2.245
C -1.210 1.661 -3.125
H -1.262 1.943 -5.906
H -0.962 3.511 -6.653
H -2.511 2.695 -6.909
H -3.094 3.002 -4.506
H -2.726 4.561 -5.271
H 0.608 4.420 -2.477
H 1.695 2.859 -0.905
H 2.089 0.524 -0.428
H -1.302 0.822 0.206
H -2.517 -0.452 0.343
H -2.274 0.278 2.594
H -0.537 0.539 2.437
H -1.518 -1.605 3.734
H 0.932 -1.892 2.133
H 3.063 -2.129 2.091
H 5.455 -2.480 3.269
H 4.945 -2.368 5.942
H -2.721 -2.442 1.731
H -1.475 -3.586 2.231
H -0.090 -3.131 0.380
H -1.687 -2.869 -0.342
H -0.937 -0.241 -2.203
H -2.016 1.292 -3.740
*
```

Summary:
SMILES: CCOc1ccc(NC(=O)N2CCC(NC(=O)c3ccco3)CC2)cc1

***

Which of them is the least stable? Correct choice: a.

***

a.
C3H11N2 | ωB97M-V/def2-TZVPD

```
! RIJCOSX wB97M-V def2-TZVPD def2/J DEFGRID3
* xyz 1 1
C -0.074 0.858 -2.086
N 0.869 -0.117 -1.200
H 0.317 1.101 -3.017
H -0.280 1.740 -1.424
H -1.049 0.210 -2.164
H 1.747 0.423 -1.178
H 0.625 -0.270 -0.190
H 1.111 -0.982 -1.680
C -1.663 -0.355 1.486
C -0.393 -0.866 1.704
N 0.885 -0.031 1.477
H -1.874 0.668 1.196
H -2.440 -0.992 1.684
H -0.089 -1.925 1.753
H 0.640 0.923 1.571
H 1.671 -0.386 2.069
*
```

***

b.
C3H11N2 | ωB97M-V/def2-TZVPD

```
! RIJCOSX wB97M-V def2-TZVPD def2/J DEFGRID3
* xyz 1 1
C 0.789 -1.626 0.766
N 0.976 1.775 -0.601
C 0.557 0.545 -0.364
N 1.207 -0.279 0.419
H 1.618 -2.276 1.074
H 0.303 -2.169 -0.069
H -0.017 -1.657 1.546
H 1.762 2.177 -0.108
H 0.322 2.456 -1.006
H -0.377 0.261 -0.780
H 2.208 0.000 0.653
C -2.927 -0.278 -0.240
H -3.452 0.709 -0.012
H -2.240 -0.211 -1.096
H -3.652 -1.048 -0.444
H -2.274 -0.563 0.543
*
```

***

Which of them is the least stable? Correct choice: a.

***

a.
C3H11N2 | ωB97M-V/def2-TZVPD

```
! RIJCOSX wB97M-V def2-TZVPD def2/J DEFGRID3
* xyz 1 1
C 0.254 -0.821 -2.121
N 0.214 -0.557 -0.650
C 0.239 0.847 -0.060
C 0.078 0.805 1.464
N -0.833 -0.284 1.796
H 1.152 -0.246 -2.507
H 0.234 -1.901 -2.350
H -0.679 -0.390 -2.473
H -0.518 -1.043 -0.016
H 1.016 -0.977 -0.162
H -0.640 1.248 -0.587
H 1.183 1.307 -0.365
H -0.245 1.836 1.712
H 1.080 0.724 1.915
H -1.817 -0.108 1.610
H -0.719 -0.439 2.794
*
```

Summary:
SMILES: C[NH2+]CCN

***

b.
C3H11N2 | ωB97M-V/def2-TZVPD

```
! RIJCOSX wB97M-V def2-TZVPD def2/J DEFGRID3
* xyz 1 1
C 1.320 -0.487 -0.064
N -0.087 -0.046 -0.051
C -1.079 -1.047 -0.366
C -0.402 0.799 1.117
N -0.092 1.129 -1.275
H 1.442 -0.993 -1.089
H 2.011 0.260 0.115
H 1.302 -1.228 0.797
H -1.688 -1.244 0.425
H -1.690 -0.696 -1.208
H -0.539 -2.042 -0.563
H -1.454 0.787 1.412
H 0.238 0.427 2.020
H -0.132 1.882 0.864
H 0.748 0.821 -1.749
H -0.940 1.221 -1.878
*
```

Summary:
SMILES: C[N+](C)(C)N

***

c.
C3H11N2 | ωB97M-V/def2-TZVPD

```
! RIJCOSX wB97M-V def2-TZVPD def2/J DEFGRID3
* xyz 1 1
C -1.306 1.132 -1.765
N -1.564 0.457 -0.399
H -0.290 1.535 -1.730
H -1.329 0.303 -2.499
H -1.989 1.953 -1.932
H -2.008 0.959 0.368
H -0.656 0.047 0.014
H -2.083 -0.365 -0.715
C 1.759 0.148 1.345
C 0.795 -1.896 0.729
N 0.534 -0.693 1.111
H 2.611 -0.481 1.561
H 1.397 0.856 2.091
H 2.081 0.834 0.546
H 0.412 -2.767 1.257
H 1.638 -2.021 0.018
*
```

***

Which of them is the least stable? Correct choice: b.

***

a.
C3H11N2 | ωB97M-V/def2-TZVPD

```
! RIJCOSX wB97M-V def2-TZVPD def2/J DEFGRID3
* xyz 1 1
N -0.142 -0.955 -1.312
C 0.151 0.579 -1.397
C 0.115 1.131 0.058
C -0.390 0.240 1.221
N 0.254 -1.063 1.278
H -1.065 -1.080 -1.510
H 0.476 -1.513 -1.936
H 1.282 0.723 -1.589
H -0.486 1.137 -2.180
H -0.572 2.018 0.110
H 1.040 1.602 0.477
H -0.520 0.836 2.102
H -1.464 0.187 0.905
H -0.217 -1.597 2.152
H 1.347 -0.969 1.442
H 0.191 -1.274 0.179
*
```

Summary:
SMILES: NCCC[NH3+]

***

b.
C3H11N2 | ωB97M-V/def2-TZVPD

```
! RIJCOSX wB97M-V def2-TZVPD def2/J DEFGRID3
* xyz 1 1
C -0.280 -0.998 2.361
N -0.990 -0.649 1.095
H -0.876 -1.542 3.103
H 0.621 -1.653 2.340
H 0.156 -0.052 2.829
H -1.490 -1.474 0.723
H -0.301 -0.231 0.287
H -1.670 -0.013 1.483
C -0.265 0.922 -2.353
C 1.689 0.750 -0.961
N 0.382 0.433 -1.104
H -1.035 0.137 -2.517
H 0.496 0.843 -3.089
H -0.792 1.896 -2.422
H 2.043 0.626 0.059
H 2.313 1.005 -1.836
*
```

***

Which of them is the least stable? Correct choice: b.

***

a.
C6H8OS | ωB97M-V/def2-TZVPD

```
! RIJCOSX wB97M-V def2-TZVPD def2/J DEFGRID3
* xyz 0 1
C -0.877 -0.249 -0.560
C -0.041 1.061 -0.366
C 1.031 0.114 0.439
C -0.024 -1.104 0.459
C 1.893 0.124 -0.480
C 2.591 0.205 -1.449
H -3.290 0.120 -1.155
H -0.983 -0.769 -1.688
H -0.683 1.744 0.184
H 0.320 1.718 -1.200
H 0.684 1.257 1.922
H -0.349 -1.047 1.466
H 0.077 -2.063 0.159
H 3.133 -0.042 -2.442
O 1.578 0.408 1.669
S -2.436 -0.318 0.071
*
```

***

b.
C6H8OS | ωB97M-V/def2-TZVPD

```
! RIJCOSX wB97M-V def2-TZVPD def2/J DEFGRID3
* xyz 0 1
C -0.884 0.827 -0.215
C -1.817 -0.068 -0.071
C 0.621 -1.010 0.402
C 1.212 0.100 1.114
C -0.943 2.294 -0.138
C 1.525 -1.886 -0.472
O 0.496 0.315 -0.147
S -3.157 -0.891 -0.272
H -0.403 -1.551 0.638
H 0.645 0.263 2.058
H -0.860 2.694 0.855
H -1.663 2.414 -0.887
H -0.022 2.777 -0.590
H 2.074 -1.266 -1.073
H 0.920 -2.466 -1.271
H 2.256 -2.546 0.071
*
```

***

c.
C6H8OS | ωB97M-V/def2-TZVPD

```
! RIJCOSX wB97M-V def2-TZVPD def2/J DEFGRID3
* xyz 0 1
C 0.649 -0.354 -0.856
C -0.626 -1.059 -0.508
C -0.921 -0.726 1.025
C -1.160 0.647 0.387
C 0.230 0.940 -0.153
C 1.015 1.930 -0.061
H 1.954 -2.238 -0.075
H 0.738 0.144 -1.956
H -0.896 -2.052 -0.964
H -0.316 -1.063 1.962
H -2.000 -1.359 0.921
H -1.736 1.453 0.870
H 0.861 2.852 0.602
H 2.068 1.741 -0.559
O -1.764 -0.133 -0.768
S 1.906 -0.724 0.134
*
```

***

Which of them is the least stable? Correct choice: b.